Record 1
Molecular formula: C6H10ClN
Method: DFT, ωB97M-V with the def2-TZVPD basis set

Each line ends with the natural charge from an NBO analysis.
CARTESIAN COORDINATES (ANGSTROEM)
1 C 2.522 0.706 -0.188  -0.40
2 C 1.202 0.814 -0.117  -0.02
3 Cl 0.405 2.050 -1.077  -0.03
4 C 0.310 -0.070 0.722  -0.09
5 C -0.862 0.605 1.450  -0.41
6 C -1.779 -0.053 0.410  -0.21
7 N -0.662 -0.914 0.017  -0.42
8 C -0.482 -1.321 -1.355  -0.42
9 H 3.151 1.346 -0.796  0.22
10 H 3.049 -0.044 0.408  0.21
11 H 1.008 -0.660 1.360  0.20
12 H -0.861 1.712 1.465  0.22
13 H -0.978 0.214 2.448  0.22
14 H -2.637 -0.593 0.787  0.18
15 H -2.123 0.611 -0.392  0.18
16 H 0.467 -1.883 -1.460  0.20
17 H -0.450 -0.508 -2.056  0.18
18 H -1.278 -2.013 -1.625  0.20

Results
HOMO level, eV: -8.5
Energy, hartree: -749.5090
E_LUMO, hartree: 0.034
Net charge: 0
SMILES: C=C(Cl)[C@H]1CCN1C
Energy relative to the best compared isomer or geometry (same formula, charge and spin), eV: 1.291

Record 2
Molecular formula: C6H10ClN3S
Method: DFT, ωB97M-V with the def2-TZVPD basis set

Each line ends with the natural charge from an NBO analysis.
CARTESIAN COORDINATES (ANGSTROEM)
1 H -3.885 -2.002 -2.503  0.37
2 N -3.271 -1.840 -1.665  -0.62
3 C -2.121 -1.502 -1.885  0.30
4 Cl -1.407 -1.080 -3.452  -0.06
5 C -0.962 -1.039 -0.601  -0.22
6 C 0.220 -1.516 -0.846  -0.47
7 S -1.529 -0.002 0.665  0.31
8 C 0.042 0.323 1.583  -0.19
9 C -0.529 1.027 2.812  -0.64
10 N 0.754 1.183 0.699  -0.19
11 N 1.733 0.635 0.120  -0.17
12 C 2.505 1.393 -0.737  -0.46
13 H 1.204 -1.151 -0.318  0.25
14 H 0.276 -2.178 -1.644  0.21
15 H 0.698 -0.532 1.748  0.22
16 H -1.038 1.809 2.232  0.23
17 H 0.314 1.562 3.241  0.23
18 H -1.135 0.352 3.454  0.24
19 H 3.573 1.088 -0.493  0.23
20 H 2.105 2.484 -0.698  0.21
21 H 2.453 0.987 -1.711  0.23

Results
HOMO level, eV: -8.6
Energy, hartree: -1257.1131
E_LUMO, hartree: 0.019
Net charge: 0
SMILES: [H]/N=C(\Cl)C(=C)S[C@H](C)/N=N/C
Energy relative to the best compared isomer or geometry (same formula, charge and spin), eV: 1.050

Record 3
Molecular formula: C6H10ClN4O2
Method: DFT, ωB97M-V with the def2-TZVPD basis set

Each line ends with the natural charge from an NBO analysis.
CARTESIAN COORDINATES (ANGSTROEM)
1 C -2.567 -0.366 -2.388  -0.42
2 N -2.004 0.717 -1.604  -0.62
3 C -1.800 0.607 -0.262  0.02
4 N -0.164 0.274 0.146  -0.13
5 N 0.644 0.218 -0.930  -0.41
6 C 1.947 -0.075 -0.586  0.75
7 O 2.903 -0.195 -1.277  -0.54
8 N 1.867 -0.195 0.820  -0.35
9 C 3.039 -0.526 1.587  -0.43
10 C 0.597 0.024 1.225  0.31
11 C 0.198 -0.043 2.644  0.48
12 O 0.930 -0.360 3.521  -0.41
13 Cl -1.465 0.409 2.923  0.02
14 H -1.992 -1.281 -2.252  0.21
15 H -3.603 -0.560 -2.102  0.21
16 H -2.547 -0.091 -3.438  0.24
17 H -2.071 1.645 -1.995  0.42
18 H -2.269 -0.257 0.205  0.23
19 H -1.929 1.518 0.314  0.24
20 H 0.262 0.370 -1.857  0.45
21 H 2.929 -1.502 2.058  0.24
22 H 3.874 -0.549 0.886  0.26
23 H 3.221 0.217 2.363  0.24

Results
HOMO level, eV: -13.6
Energy, hartree: -1064.0679
E_LUMO, hartree: -0.181
Net charge: +1
SMILES: CNCn1[nH]c(=O)[n+](C)c1C(=O)Cl
Energy relative to the best compared isomer or geometry (same formula, charge and spin), eV: 0.060

Record 4
Molecular formula: C6H10ClOP
Method: DFT, ωB97M-V with the def2-TZVPD basis set

Each line ends with the natural charge from an NBO analysis.
CARTESIAN COORDINATES (ANGSTROEM)
1 C -0.992 -0.116 0.643  -0.24
2 C -1.304 -0.889 -0.356  0.24
3 C 1.047 0.598 0.057  -0.25
4 C -2.575 -1.651 -0.585  -0.65
5 C 0.791 1.928 -0.596  -0.67
6 C 1.925 0.664 1.268  -0.67
7 O -0.385 -1.111 -1.385  -0.79
8 P 1.193 -0.775 -1.162  1.13
9 Cl 1.703 -2.285 0.087  -0.32
10 H -1.434 0.268 1.526  0.21
11 H -2.920 -1.492 -1.605  0.23
12 H -3.338 -1.326 0.116  0.22
13 H -2.389 -2.715 -0.447  0.23
14 H 0.333 2.622 0.108  0.22
15 H 0.143 1.830 -1.464  0.22
16 H 1.737 2.363 -0.924  0.21
17 H 2.908 1.047 0.984  0.21
18 H 2.056 -0.309 1.733  0.24
19 H 1.501 1.348 2.002  0.22

Results
HOMO level, eV: -8.7
Energy, hartree: -1111.3570
E_LUMO, hartree: 0.031
Net charge: 0
Energy relative to the best compared isomer or geometry (same formula, charge and spin), eV: 1.106

Record 5
Molecular formula: C6H10F2O3
Method: DFT, ωB97M-V with the def2-TZVPD basis set

Each line ends with the natural charge from an NBO analysis.
CARTESIAN COORDINATES (ANGSTROEM)
1 C -1.045 0.256 0.920  -0.05
2 C -1.733 -0.113 -0.332  0.09
3 C 0.432 -0.267 0.992  0.61
4 C 0.681 -0.551 -1.325  0.63
5 C 1.102 0.446 2.113  -0.66
6 C 1.090 0.120 -2.535  -0.73
7 O 1.153 -0.065 -0.169  -0.53
8 O -1.667 -0.384 2.051  -0.68
9 O -2.144 0.701 -1.329  -0.64
10 F 0.385 -1.614 1.219  -0.35
11 F 0.692 -2.010 -1.410  -0.39
12 H -1.050 1.350 1.012  0.18
13 H -1.930 -1.115 -0.498  0.17
14 H 1.321 1.390 1.743  0.22
15 H 1.978 -0.027 2.495  0.23
16 H 0.605 0.654 3.041  0.24
17 H 0.552 1.084 -2.747  0.24
18 H 1.151 -0.644 -3.331  0.25
19 H 2.131 0.400 -2.295  0.23
20 H -1.926 -1.224 1.496  0.47
21 H -1.778 1.613 -1.113  0.47

Results
HOMO level (spin up / spin down), eV: -7.5 / -7.8
Energy, hartree: -659.9184
E_LUMO (spin up / spin down), hartree: 0.016 / 0.018
Net charge: 0

Record 6
Molecular formula: C6H10FN2
Method: DFT, ωB97M-V with the def2-TZVPD basis set

Each line ends with the natural charge from an NBO analysis.
CARTESIAN COORDINATES (ANGSTROEM)
1 C 2.110 -0.694 0.202  -0.68
2 C 0.607 -0.548 0.155  0.57
3 N -0.120 -1.655 0.389  -0.50
4 C -1.496 -1.610 0.378  -0.13
5 C -2.112 -0.499 -0.079  0.41
6 F -3.443 -0.451 -0.189  -0.29
7 C -1.446 0.753 -0.585  -0.27
8 N 0.018 0.620 -0.170  -0.34
9 C 0.746 1.842 -0.142  -0.44
10 H 2.514 0.088 0.764  0.25
11 H 2.478 -0.834 -0.767  0.27
12 H 2.539 -1.664 0.750  0.26
13 H 0.452 -2.300 0.798  0.43
14 H -2.128 -2.347 0.655  0.25
15 H -1.486 0.964 -1.692  0.24
16 H -1.902 1.559 -0.027  0.24
17 H 1.813 1.754 -0.023  0.24
18 H 0.416 2.472 -1.067  0.23
19 H 0.441 2.549 0.649  0.24

Results
HOMO level, eV: -13.3
Energy, hartree: -443.7166
E_LUMO, hartree: -0.140
Net charge: +1
SMILES: CC1=[NH+]C=C(F)CN1C
Energy relative to the best compared isomer or geometry (same formula, charge and spin), eV: 1.416

Record 7
Molecular formula: C6H10IN2
Method: DFT, ωB97M-V with the def2-TZVPD basis set

Each line ends with the natural charge from an NBO analysis.
CARTESIAN COORDINATES (ANGSTROEM)
1 C -1.899 0.854 0.264  -0.21
2 C -1.619 0.910 -1.038  -0.20
3 C -0.869 0.443 1.221  -0.41
4 C -0.424 0.453 -1.722  -0.25
5 C 0.203 -0.384 0.543  -0.11
6 C 0.450 -0.299 -1.045  0.19
7 N 1.621 -1.031 -1.261  -0.86
8 N 1.497 -0.006 1.185  -0.69
9 I -1.943 -0.761 2.639  0.15
10 H -2.763 1.135 0.751  0.23
11 H -2.345 1.225 -1.849  0.25
12 H -0.673 1.358 1.858  0.28
13 H -0.289 0.559 -2.774  0.24
14 H 0.267 -1.481 0.583  0.23
15 H 1.520 -2.016 -1.065  0.39
16 H 1.893 -0.905 -2.244  0.41
17 H 1.536 0.981 1.116  0.44
18 H 2.259 -0.643 0.699  0.48
19 H 1.579 -0.389 2.140  0.44

Results
HOMO level, eV: -12.2
Energy, hartree: -641.5104
E_LUMO, hartree: -0.135
Net charge: +1
Energy relative to the best compared isomer or geometry (same formula, charge and spin), eV: 1.385

Record 8
Molecular formula: C6H10N
Method: DFT, ωB97M-V with the def2-TZVPD basis set

Each line ends with the natural charge from an NBO analysis.
CARTESIAN COORDINATES (ANGSTROEM)
1 C 2.402 0.643 0.520  -0.07
2 C 2.495 -0.605 -0.039  -0.07
3 C -0.725 -1.120 -0.544  -0.23
4 C 2.008 0.479 -0.804  0.02
5 C -0.924 -0.076 0.445  -0.05
6 C -2.324 0.532 0.715  -0.62
7 N -0.240 0.224 -0.738  -0.57
8 H 2.545 1.389 1.362  0.30
9 H 2.660 -1.711 0.000  0.30
10 H 0.106 -1.830 -0.399  0.19
11 H -1.467 -1.614 -1.174  0.24
12 H 2.210 0.978 -1.720  0.26
13 H -0.311 -0.132 1.414  0.20
14 H -2.211 1.594 0.935  0.23
15 H -2.797 0.010 1.548  0.24
16 H -2.968 0.257 -0.092  0.22
17 H -0.458 0.981 -1.428  0.43

Results
HOMO level, eV: -14.0
Energy, hartree: -288.9443
E_LUMO, hartree: -0.147
Net charge: +1
Energy relative to the best compared isomer or geometry (same formula, charge and spin), eV: 3.773

For each record above, in turn, the calculated largest force on an atom values are 1.17, 4.81, 2.04, 4.36, 3.99, 4.14, 4.25, 3.96 eV/A.